One molecule with the formula C4H12OSi2 in a non-equilibrium geometry, computed with ωB97M-V/def2-TZVPD.

```
! RIJCOSX wB97M-V def2-TZVPD def2/J DEFGRID3
* xyz 0 1
C -1.8159 2.0947 -1.0062
C -1.2499 1.2889 -0.1287
C 1.3862 0.2454 2.0173
C 1.5650 -0.0563 0.5697
O 0.4779 -0.1532 -2.1523
Si -0.9980 -2.2160 -0.5738
Si 0.0721 -0.1711 -0.5085
H -2.5377 2.8786 -0.8297
H -1.5057 1.8059 -2.0337
H -1.5444 1.1198 0.8511
H 1.3530 -0.7444 2.6412
H 2.2329 0.8370 2.4924
H 0.4929 0.9365 2.1958
H 2.1748 -0.9070 0.6083
H 2.3381 0.5382 0.0119
H 0.9519 0.6565 -2.5556
H -1.3373 -2.4115 -1.8668
H -0.0788 -3.2174 -0.2313
H -1.9772 -2.5247 0.4986
*
```

Properties
- ΔE to the lowest compared entry with this formula, charge and spin: 3.018 eV
- DFT total energy: -22143.9873 eV
- HOMO: -9.246 eV

One molecule with the formula Br2HNS in a non-equilibrium geometry, computed with ωB97M-V/def2-TZVPD.

```
! RIJCOSX wB97M-V def2-TZVPD def2/J DEFGRID3
* xyz 0 1
N 0.0986 -2.4237 0.2500
S 3.6536 -0.7714 0.6720
Br 1.1701 -1.0670 0.6020
Br 4.6235 0.5322 -0.7369
H -0.1948 -3.0307 0.9936
*
```

Properties
- ΔE to the lowest compared entry with this formula, charge and spin: 3.124 eV
- DFT total energy: -152422.1089 eV
- HOMO: -8.997 eV

A 2-piece molecular cluster, C35H28NO2 overall in a non-equilibrium geometry, computed with ωB97M-V/def2-TZVPD.

```
! RIJCOSX wB97M-V def2-TZVPD def2/J DEFGRID3
* xyz -1 1
C 0.5604 -2.2564 3.6761
C 0.0327 -0.8922 3.4387
C 0.9611 0.1428 3.2258
N 1.7412 1.0129 3.0621
C -1.3467 -0.5522 3.5452
C -2.3844 -1.5363 3.6359
C -3.7175 -1.1546 3.7236
C -4.0708 0.2027 3.7464
C -3.0697 1.1811 3.6961
C -1.7336 0.8156 3.5736
H -0.2286 -3.0092 3.7139
H 1.2756 -2.5258 2.8892
H 1.1113 -2.2766 4.6289
H -2.1200 -2.5976 3.6389
H -4.4945 -1.9210 3.7798
H -5.1190 0.4974 3.8219
H -3.3243 2.2423 3.7487
H -0.9614 1.5901 3.5251
C 6.5588 -2.7331 0.1528
O 5.4055 -3.6041 0.1162
C 4.1821 -3.0438 0.2994
C 3.0595 -3.9105 0.2150
C 1.7914 -3.3974 0.2920
C 1.5701 -1.9948 0.3833
C 0.2420 -1.4755 0.3625
C -0.1484 -0.3827 -0.4303
C -1.4970 0.0877 -0.3696
C -2.0062 0.9781 -1.2803
C -3.3971 1.4410 -1.2076
C -4.0136 1.5693 0.0557
C -5.3273 2.0140 0.1770
C -6.0735 2.3164 -0.9706
C -5.4882 2.1692 -2.2366
C -4.1658 1.7440 -2.3500
C -1.1369 1.4833 -2.3754
O -1.5939 2.1401 -3.3250
C 0.3060 1.1562 -2.2956
C 1.2565 1.7865 -3.2236
C 2.5803 2.0329 -2.7911
C 3.5149 2.6211 -3.6412
C 3.1683 2.9327 -4.9624
C 1.8656 2.6795 -5.4144
C 0.9202 2.1288 -4.5484
C 0.7312 0.2346 -1.3742
C 2.7021 -1.1475 0.5226
C 3.9886 -1.6505 0.4935
H 7.4036 -3.4095 0.0381
H 6.5362 -2.0071 -0.6718
H 6.6222 -2.2003 1.1112
H 3.2356 -4.9779 0.0765
H 0.9163 -4.0508 0.2387
H -0.5516 -2.0623 0.8291
H -2.1377 -0.3290 0.4129
H -3.4222 1.3444 0.9470
H -5.7625 2.1233 1.1731
H -7.1038 2.6602 -0.8816
H -6.0571 2.3875 -3.1425
H -3.7040 1.6600 -3.3312
H 2.8519 1.7791 -1.7617
H 4.5175 2.8317 -3.2652
H 3.9054 3.3705 -5.6363
H 1.5771 2.9127 -6.4400
H -0.1004 1.9663 -4.8877
H 1.7722 -0.0860 -1.4081
H 2.5507 -0.0768 0.6786
H 4.8436 -0.9744 0.5770
*
```

Properties
- DFT total energy: -42334.5938 eV
- HOMO: -2.898 eV

One molecule with the formula C3H2Cl2N2 in a non-equilibrium geometry, computed with ωB97M-V/def2-TZVPD.

```
! RIJCOSX wB97M-V def2-TZVPD def2/J DEFGRID3
* xyz 0 1
C 0.0507 0.1128 -0.0356
C -1.2778 -0.3499 -0.5946
C 0.4594 -1.1885 0.5537
H -1.9373 0.2291 -1.2246
H 1.4361 -1.4048 0.9764
N -1.5766 -1.5026 -0.2515
N -0.4316 -2.0787 0.4575
Cl -0.0192 1.4054 1.2695
Cl 1.1466 0.6416 -1.3127
*
```

Properties
- ΔE to the lowest compared entry with this formula, charge and spin: 1.988 eV
- DFT total energy: -31166.4554 eV
- HOMO: -10.888 eV

A 2-piece molecular cluster, H4O2 overall, computed with ωB97M-V/def2-TZVPD.

```
! RIJCOSX wB97M-V def2-TZVPD def2/J DEFGRID3
* xyz 0 1
O 0.8162 -1.0239 -1.1891
H 0.5620 -0.5020 -0.4132
H 1.5157 -0.5193 -1.6166
O -0.9590 0.5038 0.7261
H -0.8188 0.1026 1.5925
H -1.1162 1.4388 0.9002
*
```

Properties
- ΔE to the lowest compared entry with this formula, charge and spin: 0.084 eV
- DFT total energy: -4159.8554 eV
- HOMO: -10.987 eV

One molecule with the formula C3H8N2OS2 in a non-equilibrium geometry, computed with ωB97M-V/def2-TZVPD.

```
! RIJCOSX wB97M-V def2-TZVPD def2/J DEFGRID3
* xyz 0 1
C -1.7505 1.2217 1.0189
C 0.3349 0.3219 0.1003
C 0.8320 -2.0840 0.6337
H -1.8629 2.0411 0.3136
H -1.1635 1.6244 1.8492
H -2.6483 0.8223 1.4903
H -1.8736 -0.0783 -1.8077
H 1.7405 -2.4593 1.1428
H 0.6211 -2.8065 -0.1576
H 0.0353 -2.0532 1.3791
H 2.5751 0.2818 -0.4935
N -1.0254 0.0836 0.4582
N 1.1949 -0.7580 0.1900
O 2.4303 -0.6286 -0.2396
S -1.8714 -0.8784 -0.7177
S 0.9619 1.8546 -0.3357
*
```

Properties
- ΔE to the lowest compared entry with this formula, charge and spin: 2.940 eV
- DFT total energy: -29936.5328 eV
- HOMO: -8.441 eV

An isolated ion of composition C8H13N2 and charge +1 in a non-equilibrium geometry, computed with ωB97M-V/def2-TZVPD.

```
! RIJCOSX wB97M-V def2-TZVPD def2/J DEFGRID3
* xyz 1 1
C 2.2111 -1.3606 -0.3664
C 2.7746 -0.0408 -0.1901
C 1.0114 -1.7746 0.0466
C 2.1523 0.9972 0.3781
C -0.7836 0.3100 -1.1089
C -0.0669 -0.9728 0.6459
C 0.7300 1.0230 0.7649
C -2.4965 -0.6145 0.3523
N -1.1420 -0.6265 -0.1695
N -0.1567 1.5633 -0.2549
H 2.8813 -2.0934 -0.7892
H 3.8156 0.0653 -0.4599
H 0.7644 -2.8279 -0.0100
H 2.7165 1.8996 0.5873
H 0.0728 -0.0085 -1.7027
H -1.6034 0.6735 -1.7259
H -0.3549 -1.2943 1.6415
H 0.5084 1.3759 1.7622
H -2.5517 -1.2307 1.2459
H -2.8519 0.3888 0.5959
H -3.1635 -1.0499 -0.3922
H 0.3291 2.1582 -0.9286
H -0.9336 2.0802 0.1623
*
```

Properties
- ΔE to the lowest compared entry with this formula, charge and spin: 3.493 eV
- DFT total energy: -11477.9953 eV
- HOMO: -12.592 eV

C30H25Cl3I2N5O2PtS as an isolated structure in a non-equilibrium geometry, computed with ωB97M-V/def2-TZVPD.

```
! RIJCOSX wB97M-V def2-TZVPD def2/J DEFGRID3
* xyz 1 1
Pt -0.0661 0.0427 0.3873
C 2.2610 3.5893 0.3610
C 1.2031 2.5335 0.3297
N 1.4715 1.2593 0.2866
N 2.6494 0.7189 0.2017
C 2.6446 -0.6179 0.1437
O 1.5709 -1.2910 0.1443
C 3.9263 -1.3180 0.0561
C 3.9293 -2.7156 -0.0043
C 5.1240 -3.4043 -0.0602
C 6.3250 -2.7091 -0.0620
C 6.3263 -1.3220 -0.0182
C 5.1374 -0.6232 0.0388
C -0.2076 2.8686 0.3530
C -0.6736 4.1851 0.2920
C -2.0334 4.4286 0.2841
C -2.9175 3.3593 0.3516
C -2.3976 2.0777 0.4038
N -1.0932 1.8395 0.3965
H 3.2472 3.1340 0.3764
H 2.1410 4.2110 1.2483
H 2.1930 4.2332 -0.5150
H 2.9860 -3.2399 -0.0049
H 5.1245 -4.4824 -0.1100
H 7.2613 -3.2455 -0.0834
H 7.2630 -0.7867 -0.0334
H 5.1337 0.4544 0.0705
H 0.0300 4.9992 0.2334
H -2.4037 5.4381 0.2232
H -3.9854 3.5064 0.3723
H -3.0533 1.2180 0.4536
I -2.0091 -1.7416 0.3629
I 0.1942 0.0400 3.2602
Cl -4.9951 -2.5950 -10.5144
C -4.2974 -2.2174 -8.9905
C -3.6625 -3.2063 -8.2490
C -3.1263 -2.8917 -7.0148
C -3.2073 -1.6020 -6.5017
C -2.6369 -1.2726 -5.1388
C -1.1309 -0.9584 -5.2698
N -0.6864 -0.2189 -4.1237
C -0.5008 1.1291 -4.0710
C -0.1899 1.4249 -2.7783
N -0.1993 0.2777 -2.0499
C -0.5105 -0.6921 -2.8817
O -2.7700 -2.3380 -4.2200
C -3.8447 -2.2125 -3.3038
C -5.1640 -2.0026 -3.9847
C -5.8234 -0.7986 -4.0486
Cl -5.3518 0.6698 -3.3207
S -7.2872 -0.8859 -4.9728
C -7.0072 -2.5493 -5.2754
C -5.8592 -3.0017 -4.7046
C -3.8124 -0.6184 -7.2821
Cl -3.8802 1.0165 -6.7258
C -4.3697 -0.9155 -8.5133
H -3.5925 -4.2094 -8.6384
H -2.6484 -3.6539 -6.4178
H -3.1406 -0.3730 -4.7583
H -0.9539 -0.3596 -6.1634
H -0.5907 -1.9039 -5.3402
H -0.6149 1.7586 -4.9270
H 0.0330 2.3751 -2.3395
H -0.6392 -1.7219 -2.6156
H -3.6467 -1.3842 -2.6097
H -3.8363 -3.1487 -2.7410
H -7.7225 -3.0956 -5.8550
H -5.5170 -4.0171 -4.7811
H -4.8488 -0.1452 -9.0956
*
```

Properties
- ΔE to the lowest compared entry with this formula, charge and spin: 1.048 eV
- DFT total energy: -110907.3376 eV
- HOMO (spin up / spin down): -10.821 / -10.821 eV

What is the DFT total energy in the sixth record?
-29936.5328 eV

The lowest DFT total energy belongs to which entry?
Br2HNS